[1]
The following is a DFT calculation (ωB97M-V with the def2-TZVPD basis set) of a molecular structure, C37H37F3N11O5PSSeTi at a distorted geometry.

Each line ends with the Löwdin charge.
CARTESIAN COORDINATES (ANGSTROEM)
H  0.604  4.614  -1.477  0.10
H  3.484  0.154  4.069  0.12
N  2.645  -0.155  -0.305  0.07
H  -4.538  -3.748  2.901  0.07
C  -2.579  4.706  -2.083  -0.04
O  -0.796  -0.352  -3.426  0.08
H  -0.033  -4.576  3.665  0.08
H  -3.228  1.632  -3.359  0.12
N  -4.319  -2.170  0.690  0.03
H  -2.757  3.914  5.334  0.12
C  -2.273  3.650  4.404  -0.04
F  -3.239  -1.081  -2.143  0.13
S  -2.523  -0.196  0.892  0.84
C  -2.809  2.395  -2.717  -0.03
C  1.032  -2.322  2.550  -0.23
C  3.004  -4.387  -2.094  -0.36
H  2.833  -1.071  -0.705  0.04
H  -1.673  -4.226  3.069  0.09
H  3.274  0.000  0.472  0.10
H  3.231  2.546  -3.050  0.13
C  -4.841  -3.535  0.766  -0.22
C  2.543  -3.019  -1.974  -0.35
N  2.490  -5.227  -1.208  -0.21
H  4.388  3.776  1.579  0.12
N  2.342  2.077  -3.089  0.22
C  2.377  3.257  1.065  -0.10
H  -4.976  -1.408  0.636  0.15
C  -1.974  2.027  -1.674  -0.10
O  0.069  1.032  0.485  -0.50
H  3.772  1.329  -1.239  0.16
C  -0.171  -3.057  2.154  -0.30
C  1.907  -0.210  2.660  -0.12
C  -1.522  -2.725  -1.839  -0.42
H  -4.071  3.809  3.241  0.12
O  -0.948  -1.768  -1.128  -0.22
H  1.814  0.817  2.344  0.07
C  -0.912  3.376  4.387  -0.05
H  -1.783  0.984  -1.479  0.04
N  -0.936  -2.383  1.356  -0.11
N  1.051  -1.054  2.099  0.06
C  1.424  4.423  -0.802  -0.07
C  4.366  -3.796  -3.964  -0.05
C  -3.093  3.734  -2.934  -0.03
Se  1.383  -4.358  -0.215  1.25
C  1.966  -2.797  3.461  0.03
N  1.698  -2.777  -0.958  -0.25
P  -0.254  2.552  0.448  0.94
C  2.828  -0.580  3.624  -0.01
F  -2.643  -2.208  -3.896  0.20
O  -1.156  -3.855  -1.929  0.16
H  2.689  5.870  -1.744  0.12
C  2.998  -2.069  -2.923  -0.03
H  -3.729  4.025  -3.759  0.12
H  -5.649  -4.924  2.185  0.08
C  -0.284  3.057  3.196  -0.07
H  0.782  2.875  3.193  0.09
C  -0.625  -4.324  2.790  0.01
C  -1.737  4.346  -1.046  -0.10
H  -0.574  -5.151  2.078  0.09
C  -1.023  3.002  2.013  -0.27
C  -1.403  3.000  -0.862  -0.30
H  -5.650  -3.626  0.042  0.13
O  0.213  1.380  -4.165  0.06
F  -3.797  -3.156  -2.344  0.18
C  -2.821  -2.281  -2.591  -0.55
C  3.562  3.952  0.902  -0.06
C  -5.333  -3.882  2.167  -0.07
H  5.082  -4.042  -4.736  0.12
H  -1.357  5.101  -0.368  0.12
H  -2.967  3.229  1.121  0.11
H  2.622  -1.057  -2.891  0.08
H  3.598  -2.250  4.743  0.13
C  2.884  -1.912  4.004  0.00
H  -6.178  -3.259  2.457  0.08
H  1.961  -3.834  3.761  0.13
H  4.165  -1.760  -4.659  0.12
H  1.705  2.247  -3.854  0.09
H  -0.337  3.420  5.301  0.12
N  2.890  0.845  -1.254  0.02
C  3.860  -2.469  -3.901  -0.04
C  -2.391  3.269  2.036  -0.08
H  -4.038  -4.206  0.475  0.11
C  1.291  3.481  0.215  -0.25
C  -3.012  3.594  3.231  -0.04
C  2.609  5.127  -0.961  -0.05
C  2.006  1.130  -2.217  -0.43
H  4.317  -5.764  -3.115  0.13
C  -3.045  -1.875  0.887  -0.72
N  -2.186  -2.836  1.154  0.03
H  4.604  5.445  -0.237  0.12
N  0.068  0.488  -3.334  -0.40
N  0.891  0.392  -2.234  0.13
H  -2.838  5.746  -2.228  0.12
H  2.305  2.536  1.866  0.07
Ti  -0.246  -0.794  0.140  1.01
C  3.955  -4.746  -3.083  0.00
C  3.682  4.893  -0.114  -0.05

Results
Energy: -182323.456 eV
Total charge: +2
HOMO level: -13.34 eV
Energy relative to the best compared isomer or geometry (same formula, charge and spin): 23.5 kcal per mole
Lowest unoccupied orbital energy: -0.2467 hartree
Gap between HOMO and LUMO: 6.63 eV

---

[2]
The following is a DFT calculation (ωB97M-V with the def2-TZVPD basis set) of a molecular structure, C37H37N14PSV at a distorted geometry.

Each line ends with the Löwdin charge.
CARTESIAN COORDINATES (ANGSTROEM)
H  -11.591  18.153  2.022  0.08
V  -11.083  12.869  0.055  0.74
C  -12.725  10.218  -0.790  -0.30
H  -15.840  10.054  -2.000  0.12
H  -13.684  8.927  -2.273  0.11
C  -10.712  9.581  0.461  -0.30
C  -13.144  15.826  -3.988  -0.03
C  -10.264  14.625  5.149  0.00
C  -11.281  12.556  4.266  -0.04
C  -8.838  11.655  -3.125  -0.04
H  -13.168  18.477  -4.161  0.10
N  -12.710  16.614  1.073  -0.12
C  -9.458  8.569  2.108  -0.04
H  -13.042  5.590  3.805  0.12
C  -13.256  15.171  -0.489  -0.11
N  -7.708  15.643  0.925  -0.12
H  -14.041  12.918  0.539  0.09
H  -9.587  11.217  -1.241  0.08
N  -13.037  8.765  2.775  0.08
H  -13.217  18.507  -2.386  0.09
H  -15.668  7.531  0.962  0.14
H  -14.575  16.936  0.153  0.14
H  -6.188  16.620  1.833  0.09
C  -13.673  16.323  0.170  -0.02
H  -13.129  18.628  1.169  0.11
H  -14.390  9.545  1.469  0.09
H  -10.896  7.516  0.901  0.12
C  -13.794  9.710  -1.568  0.02
C  -11.505  12.010  3.041  -0.10
H  -13.710  14.668  -1.296  0.09
C  -8.856  12.587  -4.121  -0.02
H  -11.267  12.107  5.214  0.13
N  -11.194  12.956  2.121  -0.06
H  -9.140  7.700  2.693  0.13
C  -14.797  7.486  1.665  0.00
H  -13.932  16.181  -4.633  0.13
N  -11.573  14.748  -2.879  -0.03
P  -10.256  15.643  2.036  1.19
C  -7.751  13.849  -0.341  -0.08
H  -11.881  11.039  2.790  0.09
H  -16.150  11.929  -0.523  0.11
N  -12.829  11.402  -0.125  0.06
H  -9.733  14.405  -4.806  0.13
C  -9.630  11.885  -2.059  -0.17
C  -13.335  6.416  3.205  -0.01
H  -10.161  15.624  4.813  0.05
C  -14.988  10.408  -1.461  -0.05
C  -11.357  16.101  -2.609  -0.79
H  -13.227  17.839  2.747  0.11
C  -15.175  11.525  -0.660  -0.05
C  -7.221  16.826  1.635  0.00
H  -11.693  8.505  -0.971  0.17
H  -5.971  15.198  -0.285  0.14
C  -6.982  14.946  0.010  -0.03
H  -11.713  18.698  -3.149  0.04
N  -10.797  13.784  4.095  -0.11
C  -12.623  18.194  -3.259  -0.01
H  -7.393  17.750  1.036  0.12
N  -15.550  3.950  1.946  0.18
C  -12.702  7.656  3.396  -0.14
C  -9.675  13.707  -4.004  0.04
C  -15.072  4.983  2.075  -0.14
C  -12.624  17.866  1.800  -0.02
N  -10.179  10.762  0.767  0.05
N  -8.998  13.937  0.268  0.02
H  -7.499  12.973  -0.949  0.11
N  -11.996  14.840  -0.023  -0.02
C  -10.389  8.418  1.116  0.00
C  -8.918  15.048  1.016  -0.49
N  -10.511  12.871  -1.964  0.05
C  -12.648  14.615  -3.756  -0.06
C  -11.677  15.735  0.901  -0.46
C  -10.511  13.791  -2.915  -0.27
H  -11.870  7.665  4.106  0.12
S  -10.066  16.821  -1.885  0.68
C  -14.428  6.297  2.383  -0.18
H  -12.833  13.672  -4.294  0.15
H  -10.899  14.570  6.005  0.10
C  -10.754  14.037  2.744  -0.40
C  -8.832  9.764  2.395  -0.04
N  -11.574  9.484  -0.651  0.14
H  -8.184  10.763  -3.153  0.14
H  -8.312  12.461  -5.093  0.15
H  -8.044  9.842  3.167  0.13
H  -7.768  16.936  2.565  0.07
C  -9.272  10.873  1.740  -0.14
C  -14.083  8.622  1.931  -0.15
C  -14.062  12.018  -0.031  -0.11
N  -12.364  16.746  -3.260  -0.10
H  -8.818  11.863  1.879  0.12
H  -9.266  14.246  5.377  0.11

Results
Energy: -105632.848 eV
Total charge: +2
HOMO level (spin up / spin down): -12.20 / -12.21 eV
Multiplicity: 4
Energy relative to the best compared isomer or geometry (same formula, charge and spin): 0.0 kcal per mole
Lowest unoccupied orbital energy (spin up / spin down): -0.1588 / -0.1644 hartree
Gap between HOMO and LUMO (spin up / spin down): 7.88 / 7.74 eV

---

[3]
The following is a DFT calculation (ωB97M-V with the def2-TZVPD basis set) of a molecular structure, C37H38FNO4PdSb.

Each line ends with the Löwdin charge.
CARTESIAN COORDINATES (ANGSTROEM)
C  7.060  1.145  -1.174  -0.07
C  4.921  -1.932  2.720  -0.07
C  7.205  1.508  -2.503  -0.05
O  -1.153  -1.748  -1.243  -0.09
C  5.837  0.674  -0.725  -0.12
H  7.887  1.231  -0.485  0.11
H  -0.472  -0.329  4.018  0.07
H  4.959  -2.119  0.589  0.11
C  -3.670  -0.032  -3.146  0.05
C  3.740  0.880  -3.908  -0.06
H  -1.984  -4.027  -1.133  0.13
H  -1.376  0.231  1.750  0.11
O  -1.217  0.856  -0.830  -0.15
C  1.910  -1.815  -1.680  -0.40
C  -3.784  -4.833  -1.961  -0.25
O  -1.094  1.579  -2.979  0.07
H  -3.899  0.936  -3.574  0.16
H  -2.088  -1.375  1.625  0.12
C  4.376  -1.253  3.797  -0.06
H  1.789  -4.515  0.451  0.09
H  8.155  1.878  -2.863  0.11
C  2.231  -3.563  0.163  -0.03
H  -5.955  0.314  -4.111  0.15
H  3.530  -0.156  -4.180  0.08
H  2.012  -2.818  0.929  0.06
C  3.576  -0.601  1.232  -0.35
H  2.462  2.007  1.438  0.08
C  -4.955  -4.593  -2.678  0.07
H  -6.134  -0.731  -6.391  0.09
H  3.314  -3.692  0.152  0.08
C  -1.547  0.887  -2.089  -0.63
C  -1.272  -0.804  2.078  -0.29
C  4.769  0.562  -1.611  -0.31
Sb  2.937  -0.095  -0.735  1.67
C  -6.504  -3.077  -3.931  -0.12
H  6.246  1.717  -4.404  0.12
C  6.129  1.414  -3.372  -0.03
C  4.891  0.949  -2.947  -0.30
H  -4.921  -1.929  -5.919  0.09
H  -7.719  -1.390  -4.521  0.13
H  5.720  0.403  0.314  0.08
C  4.522  -1.600  1.436  -0.16
H  -1.161  -1.956  3.900  0.08
F  -3.552  -6.077  -1.517  0.08
C  0.737  -2.438  -3.733  -0.06
H  1.114  0.894  1.727  0.05
H  1.873  1.751  3.075  0.09
C  -1.281  -0.918  3.588  -0.07
H  0.948  -5.066  -1.611  0.12
O  -0.020  -1.252  1.527  -0.15
H  -2.227  -0.552  3.985  0.08
H  5.656  -2.709  2.875  0.11
H  3.055  0.301  4.440  0.12
C  1.738  -3.138  -1.189  -0.28
C  -5.283  -0.918  -5.738  -0.02
H  3.964  1.422  -4.824  0.09
C  1.085  -4.060  -1.983  -0.03
C  -5.696  -0.733  -4.281  -0.30
C  -3.151  -2.549  -2.173  -0.04
C  3.456  -0.237  3.591  -0.03
C  0.585  -3.720  -3.239  -0.03
C  -5.236  -3.338  -3.162  -0.12
H  -6.370  -3.386  -4.971  0.12
H  1.513  -0.494  -3.370  0.07
H  -5.644  -5.410  -2.842  0.14
C  -2.214  -1.481  -1.896  -0.25
H  -7.172  -1.338  -2.849  0.13
C  -6.875  -1.603  -3.867  -0.13
Pd  0.397  -0.416  -0.918  0.80
H  2.840  1.326  -3.473  0.07
C  -2.885  -3.842  -1.699  0.07
H  -7.309  -3.690  -3.527  0.13
H  0.071  -4.469  -3.826  0.12
C  -4.318  -2.289  -2.917  -0.06
C  -2.544  -0.198  -2.401  -0.03
H  0.038  -2.207  1.646  0.08
C  3.041  0.119  2.311  -0.30
C  1.401  -1.493  -2.967  -0.17
C  2.067  1.253  2.127  -0.07
H  4.680  -1.504  4.804  0.11
N  -4.550  -1.014  -3.392  0.02
H  -4.489  -0.221  -6.003  0.09
H  0.338  -2.162  -4.699  0.12

Results
Energy: -61394.674 eV
Total charge: +1
HOMO level (spin up / spin down): -10.86 / -10.86 eV
Energy relative to the best compared isomer or geometry (same formula, charge and spin): 25.5 kcal per mole
Lowest unoccupied orbital energy (spin up / spin down): -0.1561 / -0.1560 hartree
Gap between HOMO and LUMO (spin up / spin down): 6.61 / 6.61 eV

---

Q: Which of these has the lowest energy relative to the best compared isomer or geometry (same formula, charge and spin)?
A: C37H37N14PSV